{
  "formula": "C46H36CrN12O2Si",
  "method": "ωB97M-V with the def2-TZVPD basis set",
  "spin_multiplicity": 4,
  "lumo_energy_ev": [2.02, 2.06],
  "total_charge": -1,
  "s_squared": 3.822,
  "orbital_gap_ev": [5.33, 5.40],
  "symbols": ["Cr", "C", "C", "C", "C", "C", "N", "C", "N", "C", "C", "C", "C", "C", "C", "C", "C", "N", "C", "N", "C", "N", "C", "N", "C", "N", "C", "C", "C", "C", "C", "C", "C", "C", "C", "C", "C", "C", "N", "C", "C", "H", "H", "H", "H", "H", "H", "H", "H", "H", "H", "H", "H", "H", "H", "H", "H", "C", "C", "C", "C", "C", "C", "N", "N", "Si", "C", "C", "C", "H", "H", "H", "H", "H", "H", "H", "H", "H", "H", "H", "H", "H", "H", "H", "C", "N", "C", "C", "C", "O", "N", "C", "O", "H", "H", "H", "H", "H"],
  "coordinates": [[-0.506, -0.160, 0.626], [6.243, -1.846, 0.333], [5.829, -2.150, 1.630], [4.491, -2.077, 1.969], [3.543, -1.696, 1.018], [2.105, -1.594, 1.372], [1.226, -1.453, 0.428], [2.921, -0.858, -1.208], [3.108, -1.125, -2.629], [0.817, -1.317, -2.030], [-0.148, -0.295, -4.583], [-0.155, -0.742, -5.898], [-1.212, -1.439, -6.466], [-2.316, -1.699, -5.683], [-2.349, -1.261, -4.366], [-1.315, -0.556, -3.750], [-1.703, -0.250, -2.253], [-2.898, -0.418, -1.869], [-3.276, -0.380, -0.529], [-2.487, -0.606, 0.545], [-3.254, -0.549, 1.683], [-2.856, -0.844, 2.960], [-1.645, -1.113, 3.270], [-0.514, -1.037, 2.448], [0.556, -1.506, 3.113], [1.798, -1.646, 2.705], [0.146, -1.856, 4.489], [0.856, -2.410, 5.541], [0.167, -2.695, 6.709], [-1.209, -2.443, 6.804], [-1.917, -1.905, 5.741], [-1.215, -1.602, 4.582], [-4.593, -0.286, 1.310], [-5.776, -0.092, 2.049], [-6.929, 0.197, 1.366], [-6.944, 0.296, -0.052], [-5.803, 0.104, -0.789], [-4.609, -0.192, -0.102], [-0.714, 0.269, -1.306], [3.970, -1.380, -0.276], [5.316, -1.456, -0.617], [7.291, -1.915, 0.068], [6.557, -2.449, 2.373], [4.144, -2.315, 2.965], [0.721, -0.526, -6.501], [-1.160, -1.775, -7.495], [-3.162, -2.247, -6.081], [-3.220, -1.478, -3.765], [1.915, -2.612, 5.442], [0.689, -3.127, 7.554], [-1.727, -2.688, 7.724], [-2.982, -1.722, 5.798], [-5.764, -0.166, 3.129], [-7.849, 0.359, 1.915], [-7.875, 0.533, -0.555], [-5.808, 0.180, -1.869], [5.605, -1.218, -1.632], [1.857, -3.222, -3.447], [1.818, -1.779, -3.047], [2.270, -0.663, -3.862], [1.186, 0.414, -4.147], [0.766, 1.091, -2.912], [0.491, 0.128, -2.052], [1.702, -1.481, -0.871], [-1.038, 1.336, -0.483], [-1.409, 2.981, -0.771], [-2.201, 3.565, 0.806], [-2.591, 3.118, -2.206], [0.086, 4.084, -1.113], [2.728, -3.427, -4.075], [0.948, -3.471, -3.999], [1.901, -3.854, -2.558], [2.894, -0.879, -4.723], [1.505, 1.071, -4.959], [0.246, 2.041, -2.931], [-2.982, 2.872, 1.128], [-2.645, 4.556, 0.670], [-1.459, 3.623, 1.607], [-3.558, 2.692, -1.925], [-2.226, 2.560, -3.074], [-2.738, 4.159, -2.509], [1.016, 3.541, -0.927], [0.065, 4.960, -0.458], [0.116, 4.441, -2.146], [2.262, 3.169, 3.786], [2.458, 2.617, 2.451], [3.653, 2.672, 1.821], [3.854, 2.062, 0.637], [2.770, 1.281, 0.121], [2.997, 0.671, -1.027], [1.600, 1.230, 0.714], [1.384, 1.906, 1.894], [0.299, 1.919, 2.446], [3.035, 3.911, 3.974], [2.314, 2.376, 4.531], [1.279, 3.628, 3.841], [4.427, 3.238, 2.323], [4.796, 2.102, 0.116]],
  "mulliken_spin": [3.094, 0.002, -0.001, 0.001, -0.002, 0.017, 0.086, -0.002, 0.000, 0.040, -0.001, 0.000, 0.000, 0.000, -0.001, -0.001, 0.042, -0.009, 0.024, -0.024, 0.002, -0.002, 0.043, -0.028, 0.030, 0.018, 0.005, 0.000, 0.001, 0.001, 0.000, -0.011, -0.008, 0.004, -0.004, 0.007, -0.005, -0.005, -0.210, -0.006, -0.001, 0.000, 0.000, 0.001, 0.000, 0.000, 0.000, 0.000, 0.000, 0.000, 0.000, 0.000, 0.000, 0.000, 0.001, -0.001, 0.000, 0.001, 0.000, -0.001, 0.003, -0.029, -0.088, -0.022, 0.041, 0.016, 0.005, -0.004, 0.004, 0.000, 0.000, 0.000, 0.000, 0.000, -0.001, -0.001, 0.000, 0.000, 0.000, 0.000, -0.001, -0.001, 0.000, 0.000, 0.001, 0.001, 0.000, 0.002, 0.030, -0.005, -0.064, 0.008, 0.008, 0.000, 0.000, 0.000, 0.000, 0.000]
}